(1)
Entry from the OMol25 dataset: a molecular structure, C23H19N6O4SSc (ωB97M-V/def2-TZVPD).

XYZ file:
```
54
Properties=species:S:1:pos:R:3:forces:R:3:lowdin_charge:R:1
Sc -0.7919 0.0381 -0.7789 0.3 0.0 0.2 1.1355
N 3.0526 1.9392 -1.4701 0.2 0.0 -0.1 0.1616
C 4.1620 1.0733 -1.2383 0.0 0.1 0.0 -0.2203
C 5.4237 1.6125 -1.0852 0.0 0.1 0.0 0.0005
C 6.5021 0.7768 -0.8263 0.0 0.0 0.0 -0.0433
C 6.3067 -0.5873 -0.6980 0.0 0.0 0.0 -0.0455
C 5.0303 -1.1234 -0.8337 0.1 0.0 0.0 -0.0768
C 3.9661 -0.2909 -1.1201 -0.1 0.0 0.0 -0.4472
S 2.3685 -0.9947 -1.4081 0.1 0.0 -0.1 1.0256
N 1.3403 0.3723 -1.2262 -0.1 -0.1 0.1 -0.3502
C 1.7765 1.5910 -1.3340 -0.1 0.0 -0.1 -0.3248
C 0.7425 2.6706 -1.2990 -0.1 0.1 -0.1 -0.1664
C 1.0410 4.0156 -1.2830 0.1 0.1 0.1 0.0338
C 0.0037 4.9424 -1.2640 0.0 0.0 0.0 0.0114
C -1.3018 4.4939 -1.2700 0.0 0.1 0.0 0.0037
C -1.5240 3.1295 -1.2806 -0.1 -0.1 0.0 -0.0700
N -0.5330 2.2370 -1.2927 0.0 -0.2 0.0 0.0253
H 3.2749 2.9088 -1.6195 0.0 0.0 0.0 0.1412
H 5.5699 2.6842 -1.1681 0.0 0.0 0.0 0.1259
H 7.4917 1.1994 -0.7200 0.0 0.0 0.0 0.1215
H 7.1424 -1.2417 -0.4917 0.0 0.0 0.0 0.1213
H 4.8724 -2.1907 -0.7308 0.0 0.0 0.0 0.1174
H 2.0609 4.3717 -1.2624 0.0 0.0 0.0 0.1243
H 0.2229 6.0019 -1.2466 0.0 0.0 0.0 0.1351
H -2.1371 5.1794 -1.2706 0.0 0.0 0.0 0.1313
H -2.5298 2.7311 -1.2933 0.0 0.0 0.0 0.1226
O -2.8389 0.1752 -0.7581 -0.4 0.1 0.2 -0.0877
C -3.6195 0.1396 0.2316 0.1 0.0 -0.2 -0.0887
C -3.2328 0.1435 1.5942 0.1 0.0 -0.1 -0.1042
C -4.2565 0.1024 2.5610 -0.2 0.0 -0.2 0.0799
C -3.9258 0.1156 3.8774 0.1 0.0 0.2 -0.1133
C -2.5937 0.1683 4.2957 0.0 0.0 0.1 0.0697
C -1.5776 0.2128 3.3680 0.1 0.0 0.1 0.0405
C -1.8682 0.2011 2.0041 -0.1 0.0 0.0 -0.2737
O -0.8847 0.2433 1.1207 -0.2 -0.1 0.1 -0.1335
N -5.0018 0.0744 4.8879 0.0 -0.1 0.0 -0.3494
O -4.6597 0.0820 6.0470 0.0 0.0 0.0 0.1178
O -6.1386 0.0281 4.4755 0.0 0.0 0.0 0.1093
H -4.6903 0.1129 0.0168 0.0 0.0 0.0 0.1578
H -5.3004 0.0607 2.2721 0.0 0.0 0.0 0.1443
H -2.3838 0.1763 5.3574 0.0 0.0 0.0 0.1399
H -0.5418 0.2623 3.6762 0.0 0.0 0.0 0.1365
C -1.1052 -5.5130 -2.2545 0.0 0.0 0.0 0.0314
N -0.8889 -4.2782 -1.4890 0.1 -0.2 -0.1 -0.0925
C -0.5311 -4.2002 -0.1618 -0.1 -0.1 -0.1 -0.0110
C -0.4485 -2.8823 0.1345 0.0 0.0 0.0 -0.1120
N -0.7461 -2.1488 -1.0046 0.1 0.2 0.0 -0.0652
C -0.9956 -3.0373 -1.9602 -0.1 0.0 0.1 -0.1147
H -0.9699 -6.3603 -1.5905 0.0 0.0 0.0 0.1016
H -0.3867 -5.5815 -3.0667 0.0 0.0 0.0 0.1051
H -2.1155 -5.5354 -2.6539 0.0 0.0 0.0 0.1051
H -0.3778 -5.0773 0.4432 0.0 0.0 0.0 0.1405
H -0.1928 -2.4118 1.0678 0.0 0.0 0.0 0.1154
H -1.2610 -2.8126 -2.9805 0.0 0.0 0.0 0.1574
```
Forces are in eV/Å.

Output
Maximum force = 0.409 eV Å⁻¹
Highest occupied orbital energy = -0.489 Eh
Kohn-Sham gap = 0.243 hartree
Relative energy (zero: lowest compared OMol25 entry of this formula, charge and spin) = 0.098 eV
Net charge = +2

=====

(2)
Entry from the OMol25 dataset: a molecular structure, C23H19N8O4PtSSe (ωB97M-V/def2-TZVPD).

XYZ file:
```
57
Properties=species:S:1:pos:R:3:forces:R:3:lowdin_charge:R:1
Pt 1.3145 0.3707 -0.1639 -0.2 0.1 -0.4 1.1052
N -0.0307 -5.7711 2.4351 0.0 -0.1 0.1 0.1030
C -0.3332 -4.9302 1.3710 0.1 0.0 -0.1 -0.3434
C -1.1653 -3.8298 1.5677 -0.1 0.0 0.0 -0.0500
C -1.3651 -2.9230 0.5498 0.1 0.1 0.1 -0.0711
C -0.7433 -3.1093 -0.6745 0.0 0.0 -0.2 -0.3102
C 0.0086 -4.2510 -0.9157 0.1 0.0 0.0 -0.0717
C 0.1957 -5.1660 0.0990 0.0 0.0 0.0 -0.0401
S -0.7230 -1.7946 -1.8330 0.0 0.0 0.0 0.5965
O -1.7397 -0.8520 -1.4479 0.0 0.0 0.0 -0.3202
O -0.7089 -2.3218 -3.1676 0.1 0.0 0.1 -0.2952
N 0.6905 -1.0205 -1.5394 -0.2 0.0 0.1 -0.2234
C 1.9336 -1.3270 -1.9650 0.0 0.1 0.0 -0.4885
N 2.3539 -2.3071 -2.7480 0.0 -0.1 0.0 0.1568
C 3.6682 -2.3323 -2.9571 0.0 0.0 0.0 -0.1209
C 4.5736 -1.4359 -2.4055 -0.1 0.0 0.0 -0.0549
C 4.0549 -0.4541 -1.5727 -0.1 0.0 -0.1 -0.0904
N 2.7530 -0.3939 -1.3833 0.1 0.0 0.1 -0.0602
H -0.0403 -5.2767 3.3180 0.0 0.1 0.0 0.0660
H 0.8557 -6.2377 2.3175 0.0 0.0 0.0 0.0857
H -1.5756 -3.6408 2.5507 0.0 0.0 0.0 0.1079
H -1.9558 -2.0323 0.7128 0.0 0.0 0.0 0.1010
H 0.4880 -4.3854 -1.8768 0.0 0.0 0.0 0.1079
H 0.8352 -6.0260 -0.0609 0.0 0.0 0.0 0.1092
H 4.0238 -3.1312 -3.5997 0.0 0.0 0.0 0.1066
H 5.6326 -1.5100 -2.5956 0.0 0.0 0.0 0.0935
H 4.6592 0.2829 -1.0601 0.0 0.0 0.0 0.1274
Se 2.3967 -2.2423 1.6011 0.0 -0.2 0.3 0.4357
C 1.4646 -2.6385 3.1181 0.1 0.0 0.0 -0.9810
N 0.8588 -2.8673 4.0866 -0.1 -0.1 -0.1 -0.0172
O 2.8923 3.1207 -0.6425 0.0 -0.1 0.1 -0.0558
C 2.8002 2.7759 0.5270 0.1 0.0 -0.1 -0.5603
O 2.2232 1.7348 1.0151 0.1 0.0 0.3 -0.2649
H 3.2586 3.3856 1.3311 0.0 0.0 0.0 0.1212
C -1.7087 0.3322 2.8015 0.1 0.0 0.0 -0.0290
C -0.5479 0.1418 2.0739 0.0 0.1 0.1 -0.0956
N -0.3520 0.7731 0.9085 0.1 -0.2 0.0 -0.1011
C -1.2626 1.6163 0.4332 -0.1 0.0 0.0 -0.0663
C -2.4398 1.8925 1.1191 0.1 -0.1 0.1 -0.1782
C -2.6658 1.2009 2.3121 0.1 0.1 -0.2 -0.0101
C -3.4814 2.7936 0.6179 -0.1 0.3 -0.2 -0.0265
C -3.4587 3.8865 -0.1651 0.0 -0.3 0.3 -0.0304
C -2.3466 4.6512 -0.7427 0.2 0.1 -0.1 -0.2650
C -2.6354 5.7229 -1.5927 0.1 -0.1 0.1 -0.0182
C -1.5628 6.4265 -2.1021 0.0 0.0 0.0 -0.1406
N -0.2996 6.1151 -1.8228 0.0 0.1 -0.1 0.0802
C -0.1259 5.0780 -1.0098 0.2 -0.1 0.0 -0.1683
N -1.0771 4.3456 -0.4470 -0.3 0.1 0.0 0.1363
H -1.8415 -0.2050 3.7294 0.0 0.0 0.0 0.1134
H 0.2439 -0.5218 2.3939 0.0 -0.1 0.0 0.0570
H -1.0316 2.0656 -0.5143 -0.1 0.0 0.0 0.1067
H -3.5911 1.3550 2.8540 0.0 0.0 0.0 0.1152
H -4.4702 2.4997 0.9584 0.0 0.0 0.0 0.1080
H -4.4257 4.3229 -0.3921 0.0 0.0 0.0 0.0988
H -3.6528 5.9883 -1.8423 0.0 0.0 0.0 0.1035
H -1.7194 7.2705 -2.7656 0.0 0.0 0.0 0.1030
H 0.8983 4.7857 -0.7971 0.0 0.0 0.0 0.1031
```
Forces are in eV/Å.

Output
Maximum force = 0.474 eV Å⁻¹
Highest occupied orbital energy = -0.155 Eh
Kohn-Sham gap = 0.210 hartree
Relative energy (zero: lowest compared OMol25 entry of this formula, charge and spin) = 0.000 eV
Net charge = -1

=====

(3)
Entry from the OMol25 dataset: a molecular structure, C23H20AsBrIN4O8PbS (ωB97M-V/def2-TZVPD).

XYZ file:
```
60
Properties=species:S:1:pos:R:3:forces:R:3:lowdin_charge:R:1
Pb 0.3461 -0.3631 -0.4362 0.4 0.3 0.1 1.2688
O 2.5260 -0.5951 4.8652 0.1 0.1 0.2 0.1990
C 2.3895 0.3914 4.2138 0.0 0.1 -0.3 -0.1952
C 3.3896 0.9849 3.1690 -0.3 0.1 0.1 -0.1907
O 4.4702 1.4406 3.3685 0.1 -0.2 -0.1 0.2148
C 2.5094 1.1142 1.8995 -0.1 0.0 0.2 -0.2042
C 1.0190 1.2638 2.3854 0.2 -0.1 0.0 -0.5218
O 0.2611 0.3384 1.8864 -0.2 0.0 -0.1 -0.2933
C 1.1065 1.2193 3.9347 0.2 0.1 -0.1 -0.1993
O 0.4315 1.8147 4.7126 -0.1 -0.2 0.1 0.2106
O 2.8195 0.8813 0.7681 0.1 0.1 -0.1 0.1027
I 1.3592 1.2968 -6.7284 0.0 0.0 0.0 0.9099
C 0.2770 0.5574 -5.1474 0.0 0.0 0.0 -0.7737
C -1.0728 0.3096 -5.0977 0.0 0.0 0.0 -0.1336
N -1.3338 -0.1515 -3.8604 0.0 0.0 0.0 -0.0165
N -0.2256 -0.2197 -3.0953 -0.3 0.0 -0.1 -0.0937
C 0.7551 0.2139 -3.8742 0.0 -0.1 0.1 -0.2293
H -1.8421 0.4239 -5.8423 0.0 0.0 0.0 0.1254
H -2.2260 -0.4174 -3.4833 0.0 0.0 0.0 0.1462
H 1.7641 0.2858 -3.5010 0.0 0.0 0.0 0.1100
O 1.2662 2.7546 -2.2957 0.0 0.0 0.0 0.1078
C 0.7236 3.0892 -1.2770 0.0 -0.1 0.0 -0.4696
N 0.0905 2.1875 -0.4043 -0.1 0.0 0.0 -0.1790
S -0.4035 2.9214 0.8960 0.0 -0.1 0.0 0.8031
O 0.6115 2.7001 2.0476 0.0 0.0 0.1 -0.1438
O -1.7387 2.6281 1.3107 0.1 0.1 0.0 -0.2510
C -0.0425 4.5653 0.4444 0.0 0.1 0.0 -0.2185
C -0.2874 5.7444 1.1181 0.0 0.0 0.0 -0.0068
C 0.1650 6.9045 0.5018 0.0 0.0 0.0 -0.0367
C 0.8347 6.8575 -0.7205 0.0 0.0 0.0 -0.0286
C 1.0669 5.6529 -1.3741 0.0 0.0 0.0 0.0243
C 0.6117 4.4973 -0.7708 0.0 0.0 0.0 -0.1255
H -0.8010 5.7657 2.0692 0.0 0.0 0.0 0.1317
H -0.0052 7.8590 0.9804 0.0 0.0 0.0 0.1183
H 1.1802 7.7800 -1.1672 0.0 0.0 0.0 0.1179
H 1.5836 5.6052 -2.3229 0.0 0.0 0.0 0.1326
Br 1.9134 -2.7910 1.4848 0.0 0.0 0.1 0.8038
C 0.8530 -3.8489 0.3205 0.0 0.0 0.0 -0.7345
C 0.9207 -5.2289 0.4219 0.0 0.0 0.0 -0.0870
C 0.1460 -5.9676 -0.4542 0.0 0.0 0.0 -0.0341
C -0.6457 -5.3092 -1.3862 0.0 0.0 0.0 -0.0390
C -0.6363 -3.9295 -1.3943 0.0 0.0 0.0 -0.1464
N 0.0983 -3.1996 -0.5452 0.0 0.0 0.0 -0.0680
H 1.5585 -5.6960 1.1573 0.0 0.0 0.0 0.1106
H 0.1657 -7.0484 -0.4133 0.0 0.0 0.0 0.1219
H -1.2552 -5.8554 -2.0913 0.0 0.0 0.0 0.1150
H -1.2287 -3.3708 -2.1091 0.0 0.0 0.0 0.1079
C -3.8155 0.5360 -0.2789 0.0 0.0 0.0 -0.2772
As -2.4295 -0.5757 0.4995 -0.1 0.0 -0.1 1.0149
C -2.7255 -0.3510 2.3959 0.1 0.0 0.0 -0.2670
C -3.2395 -2.3252 0.2532 0.0 0.0 0.0 -0.2999
H -4.7761 0.2302 0.1339 0.0 0.0 0.0 0.0413
H -3.8328 0.4115 -1.3607 0.0 0.0 0.0 0.0186
H -3.6227 1.5788 -0.0398 0.0 0.0 0.0 0.0189
H -3.7976 -0.4146 2.5787 0.0 0.0 0.0 0.0445
H -2.3369 0.6092 2.7198 0.0 0.0 0.0 0.0157
H -2.2043 -1.1459 2.9258 0.0 0.0 0.0 0.0427
H -4.2064 -2.3229 0.7556 0.0 0.0 0.0 0.0389
H -2.6072 -3.0942 0.6935 0.0 0.0 0.0 0.0232
H -3.3850 -2.5465 -0.8030 0.0 0.0 0.0 0.0232
```
Forces are in eV/Å.

Output
Maximum force = 0.530 eV Å⁻¹
Highest occupied orbital energy = -0.414 Eh
Kohn-Sham gap = 0.260 hartree
Net charge = +1

=====

(4)
Entry from the OMol25 dataset: a molecular structure, C23H20AsN5RuS3 (ωB97M-V/def2-TZVPD).

XYZ file:
```
53
Properties=species:S:1:pos:R:3:forces:R:3:lowdin_charge:R:1
Ru -0.1693 0.2686 0.1862 0.0 -0.1 0.1 0.4930
S -0.3591 0.2118 2.4732 0.1 0.1 0.0 0.8028
C -1.7373 -0.6720 2.7444 -0.1 0.0 0.0 -0.6754
C -2.1216 -0.9620 4.0915 0.1 -0.1 0.0 -0.2286
N -2.4208 -1.1879 5.1772 0.0 0.0 0.0 0.2519
C -2.5510 -1.0750 1.6631 0.0 0.0 0.0 -0.6407
S -2.1894 -0.5339 0.1304 0.0 0.1 -0.1 0.8891
C -3.6870 -1.9243 1.8420 0.0 0.1 0.1 -0.2469
N -4.5968 -2.6094 1.9919 0.0 0.0 0.0 0.2480
N 1.4838 -0.1129 -3.6184 -0.1 0.0 0.0 0.2171
C 0.2255 0.1617 -4.1479 0.0 0.0 0.0 -0.1565
C -0.2286 0.2572 -5.4591 0.0 0.0 0.0 0.0195
C -1.5654 0.5519 -5.6212 0.0 0.0 0.0 -0.0389
C -2.4222 0.7405 -4.5217 0.0 0.0 0.0 -0.0417
C -1.9651 0.6418 -3.2250 0.0 0.0 0.0 -0.0254
C -0.6135 0.3491 -3.0490 0.0 0.0 0.0 -0.2243
N 0.1426 0.1991 -1.8899 -0.1 0.0 0.0 -0.0080
C 1.3745 -0.0816 -2.2827 0.1 0.0 0.0 -0.2503
C 2.3900 -0.3075 -1.2638 0.0 0.0 0.0 -0.2901
C 3.6959 -0.6572 -1.3334 0.0 0.1 0.0 -0.2719
S 4.3508 -0.7871 0.2414 0.0 -0.1 0.0 1.1751
C 2.8529 -0.4009 0.9126 0.0 0.1 0.0 -0.4090
N 1.9094 -0.1580 0.0287 0.0 0.1 -0.1 -0.1154
H 2.3185 -0.3140 -4.1462 0.0 0.0 0.0 0.1863
H 0.4251 0.1066 -6.3071 0.0 0.0 0.0 0.1280
H -1.9695 0.6345 -6.6205 0.0 0.0 0.0 0.1229
H -3.4651 0.9592 -4.7051 0.0 0.0 0.0 0.1199
H -2.6311 0.7675 -2.3809 0.0 0.0 0.0 0.0695
H 4.3037 -0.8459 -2.2040 0.0 0.0 0.0 0.1011
H 2.6944 -0.3498 1.9798 0.0 0.0 0.0 0.0888
C 0.1711 3.4289 -1.3279 0.0 0.0 0.0 -0.2335
As -0.7733 2.5787 0.1251 0.1 -0.2 0.0 1.0925
C -0.1478 3.5159 1.6899 0.0 0.0 0.0 -0.2599
C -2.6429 3.0817 -0.1125 0.0 0.0 0.0 -0.2653
C -3.5956 2.2540 0.6955 0.0 0.1 -0.1 -0.3446
C -3.5837 2.2982 2.0876 0.0 0.0 0.0 -0.0539
C -4.4711 1.5262 2.8215 0.0 0.0 0.0 -0.0463
C -5.4003 0.7171 2.1705 0.0 0.0 0.0 -0.0606
C -5.4381 0.6832 0.7863 0.0 0.0 0.0 -0.0627
C -4.5330 1.4406 0.0511 0.0 0.0 0.0 -0.0852
H -0.2071 3.0535 -2.2764 0.0 0.0 0.0 0.0305
H 1.2360 3.2180 -1.2430 0.0 0.0 0.0 0.0414
H 0.0124 4.5055 -1.2671 0.0 0.0 0.0 0.0565
H -0.6267 3.1371 2.5895 0.0 0.0 0.0 0.0109
H -0.3755 4.5742 1.5648 0.0 0.0 0.0 0.0580
H 0.9303 3.3862 1.7756 0.0 0.0 0.0 0.0459
H -2.8461 3.0080 -1.1808 0.0 0.0 0.0 0.0820
H -2.6699 4.1385 0.1640 0.0 0.0 0.0 0.1060
H -2.9010 2.9608 2.6082 0.0 0.0 0.0 0.1114
H -4.4607 1.5737 3.9031 0.0 0.0 0.0 0.1240
H -6.1005 0.1269 2.7464 0.0 0.0 0.0 0.1249
H -6.1718 0.0737 0.2762 0.0 0.0 0.0 0.1252
H -4.5834 1.4332 -1.0317 0.0 0.0 0.0 0.1128
```
Forces are in eV/Å.

Output
Maximum force = 0.193 eV Å⁻¹
Highest occupied orbital energy (spin up / spin down) = -0.537 / -0.537 Eh
Kohn-Sham gap (spin up / spin down) = 0.214 / 0.214 hartree
Relative energy (zero: lowest compared OMol25 entry of this formula, charge and spin) = 0.000 eV
Net charge = +2